Formula: C4H9NO2
Source: OMol25
Level of theory: wB97M-V/def2-TZVPD

Properties
* energy relative to the best compared isomer or geometry (same formula, charge and spin): 213.7 kcal/mol
* highest occupied orbital energy: -0.3388 Eh
* Kohn-Sham gap: 0.1935 hartree
* multiplicity: 1
* total energy: -362.74502 Eh
* E_LUMO: -4.0 eV

Structure (XYZ):
```
16
C4H9NO2 (wB97M-V/def2-TZVPD)
C 0.643 -1.562 0.323
N -0.034 -1.409 1.470
C -0.151 1.540 0.403
C -0.815 0.732 -0.603
C -1.656 -0.313 -0.361
O 1.649 0.801 -1.251
O 0.581 -2.297 -0.619
H 1.388 -0.704 0.211
H -0.140 -2.291 1.973
H -0.304 1.242 1.439
H -0.361 2.583 0.283
H 0.951 1.374 0.251
H -0.499 0.967 -1.646
H -1.882 -1.152 -0.974
H -1.921 -0.373 0.699
H 2.548 0.861 -1.598
```

=====

Formula: C4H9NO2
Source: OMol25
Level of theory: wB97M-V/def2-TZVPD

Properties
* SMILES: O=CCCNCO
* energy relative to the best compared isomer or geometry (same formula, charge and spin): 64.1 kcal/mol
* highest occupied orbital energy: -0.3431 Eh
* Kohn-Sham gap: 0.3712 hartree
* multiplicity: 1
* total energy: -362.98332 Eh
* E_LUMO: 0.8 eV

Structure (XYZ):
```
16
C4H9NO2 (wB97M-V/def2-TZVPD)
O -0.085 0.862 -3.438
C 0.598 0.612 -2.443
C 0.335 1.088 -1.097
C 0.274 -0.081 -0.130
N -0.411 0.345 0.971
C -0.976 -0.719 1.739
O 0.013 -1.459 2.530
H 1.318 -0.200 -2.413
H 1.075 1.713 -0.691
H -0.598 1.631 -1.292
H -0.080 -0.878 -0.724
H 1.283 -0.403 0.084
H -0.076 1.145 1.473
H -1.812 -0.369 2.381
H -1.512 -1.427 1.096
H 0.654 -1.861 1.954
```

=====

Formula: C4H9NO2
Source: OMol25
Level of theory: wB97M-V/def2-TZVPD

Properties
* SMILES: [H]/N=C\C.COC=O
* energy relative to the best compared isomer or geometry (same formula, charge and spin): 40.8 kcal/mol
* highest occupied orbital energy: -0.3705 Eh
* Kohn-Sham gap: 0.4077 hartree
* multiplicity: 1
* total energy: -363.02045 Eh
* E_LUMO: 1.0 eV

Structure (XYZ):
```
16
C4H9NO2 (wB97M-V/def2-TZVPD)
H -0.712 1.708 -0.417
N -0.384 0.852 0.039
C -1.294 0.371 0.784
C -2.660 0.951 1.011
H -1.049 -0.555 1.316
H -2.881 1.727 0.272
H -3.432 0.176 0.957
H -2.713 1.397 2.011
C 2.717 -0.253 -0.950
O 1.557 -0.897 -1.476
C 0.827 -1.550 -0.575
O 1.134 -1.768 0.570
H 3.232 0.176 -1.810
H 2.408 0.530 -0.253
H 3.357 -0.972 -0.435
H -0.107 -1.892 -1.045
```

=====

Formula: C4H9NO2
Source: OMol25
Level of theory: wB97M-V/def2-TZVPD

Properties
* SMILES: NC(=O)CCCO
* energy relative to the best compared isomer or geometry (same formula, charge and spin): 32.0 kcal/mol
* highest occupied orbital energy: -0.3604 Eh
* Kohn-Sham gap: 0.3911 hartree
* multiplicity: 1
* total energy: -363.03459 Eh
* E_LUMO: 0.8 eV

Structure (XYZ):
```
16
C4H9NO2 (wB97M-V/def2-TZVPD)
N 1.346 0.559 1.371
C 1.297 -0.727 0.931
O 1.906 -1.632 1.475
C 0.426 -0.995 -0.326
C -1.106 -0.444 -0.255
C -1.361 0.911 -0.913
O -0.129 1.599 -0.816
H 1.865 0.755 2.214
H 0.862 1.307 0.891
H 1.117 -0.863 -1.197
H 0.272 -2.061 -0.338
H -1.849 -1.176 -0.609
H -1.262 -0.328 0.822
H -1.683 0.847 -1.965
H -2.162 1.433 -0.369
H 0.458 0.814 -0.916
```

=====

Formula: C4H9NO2
Source: OMol25
Level of theory: wB97M-V/def2-TZVPD

Properties
* SMILES: C=[N+]([O-])O.C=CC
* energy relative to the best compared isomer or geometry (same formula, charge and spin): 156.0 kcal/mol
* highest occupied orbital energy: -0.3168 Eh
* Kohn-Sham gap: 0.3517 hartree
* multiplicity: 1
* total energy: -362.83690 Eh
* E_LUMO: 1.0 eV

Structure (XYZ):
```
16
C4H9NO2 (wB97M-V/def2-TZVPD)
C -2.509 -0.430 -0.496
N -1.813 0.413 0.171
O -1.125 0.085 1.110
O -1.688 1.710 -0.225
H -2.342 -1.388 -0.152
H -2.968 -0.189 -1.493
H -0.999 1.903 0.356
C 1.427 0.915 0.904
C 1.199 -0.353 0.583
C 1.522 -0.972 -0.711
H 1.357 1.465 1.818
H 1.927 1.484 0.147
H 0.698 -1.206 1.230
H 2.198 -0.312 -1.393
H 2.330 -1.686 -0.535
H 0.787 -1.440 -1.315
```

=====

Formula: C4H9NO2
Source: OMol25
Level of theory: wB97M-V/def2-TZVPD

Properties
* SMILES: C[C@@H](O)CNC=O
* energy relative to the best compared isomer or geometry (same formula, charge and spin): 23.9 kcal/mol
* highest occupied orbital energy: -0.3642 Eh
* Kohn-Sham gap: 0.3886 hartree
* multiplicity: 1
* total energy: -363.04737 Eh
* E_LUMO: 0.7 eV

Structure (XYZ):
```
16
C4H9NO2 (wB97M-V/def2-TZVPD)
C 0.779 2.139 -0.122
C 0.532 0.620 -0.100
O 0.913 0.215 1.188
C -0.911 0.117 -0.345
N -1.120 -1.338 -0.107
C -0.288 -2.359 0.211
O 0.897 -2.308 0.503
H 0.699 2.625 -1.104
H 1.813 2.257 0.237
H 0.125 2.652 0.593
H 1.171 0.190 -0.893
H 1.093 -0.739 1.099
H -1.597 0.673 0.313
H -1.197 0.275 -1.390
H -2.067 -1.664 -0.233
H -0.795 -3.345 0.182
```

=====

Formula: C4H9NO2
Source: OMol25
Level of theory: wB97M-V/def2-TZVPD

Properties
* energy relative to the best compared isomer or geometry (same formula, charge and spin): 141.3 kcal/mol
* highest occupied orbital energy: -0.3064 Eh
* Kohn-Sham gap: 0.3421 hartree
* multiplicity: 1
* total energy: -362.86040 Eh
* E_LUMO: 1.0 eV

Structure (XYZ):
```
16
C4H9NO2 (wB97M-V/def2-TZVPD)
C -0.791 -1.501 0.918
O -0.582 0.110 1.200
C 0.786 0.585 0.938
C 0.175 0.537 -0.409
N 0.153 -0.562 -1.103
O 1.346 -1.328 -0.832
C -0.535 1.736 -0.955
H -1.033 -1.639 1.951
H -1.645 -1.721 0.250
H 0.062 -2.140 0.596
H 1.539 -0.163 1.187
H 1.024 1.566 1.398
H 1.564 -1.573 -1.739
H 0.135 2.123 -1.731
H -0.731 2.533 -0.232
H -1.468 1.439 -1.436
```

=====

Formula: C4H9NO2
Source: OMol25
Level of theory: wB97M-V/def2-TZVPD

Properties
* SMILES: C/N=C/OCCO
* energy relative to the best compared isomer or geometry (same formula, charge and spin): 45.2 kcal/mol
* highest occupied orbital energy: -0.3608 Eh
* Kohn-Sham gap: 0.3961 hartree
* multiplicity: 1
* total energy: -363.01352 Eh
* E_LUMO: 1.0 eV

Structure (XYZ):
```
16
C4H9NO2 (wB97M-V/def2-TZVPD)
C 2.255 -0.469 -1.041
N 0.976 -0.101 -0.470
C 0.919 0.853 0.358
O -0.152 1.266 1.031
C -1.512 0.823 0.803
C -1.798 -0.637 0.466
O -1.534 -1.024 -0.847
H 2.452 -1.519 -0.800
H 2.206 -0.388 -2.133
H 3.100 0.137 -0.679
H 1.782 1.466 0.648
H -1.991 1.038 1.765
H -1.945 1.466 0.026
H -1.311 -1.288 1.210
H -2.878 -0.749 0.609
H -0.569 -0.874 -0.946
```